<w>
Here is a single C4H6FNOS molecule from the Open Molecules 2025 dataset. Energies are from ωB97M-V with the def2-TZVPD basis set.

Computed properties:
**HOMO**: -0.3181 hartree
**SMILES string**: CS/C(=C/F)C(N)=O
**Net charge**: 0

Last column: Löwdin charge in e.
Element x y z (Å)
1 C 1.22 1.86 1.09  -0.36
2 S -0.54 1.64 0.69  0.87
3 C -0.61 -0.02 0.11  -0.46
4 C -1.49 -0.78 0.76  -0.19
5 F -1.73 -2.04 0.44  0.03
6 C 0.23 -0.44 -1.13  -0.51
7 N -0.01 -1.70 -1.57  0.17
8 O 0.99 0.32 -1.70  0.05
9 H 1.36 2.93 1.24  0.03
10 H 1.36 1.33 2.03  0.03
11 H 1.78 1.49 0.21  0.04
12 H -2.17 -0.40 1.55  0.12
13 H -0.80 -2.30 -1.31  0.11
14 H 0.42 -1.88 -2.43  0.09

<x>
Here is a single C4H6FNOS molecule from the Open Molecules 2025 dataset. Energies are from ωB97M-V with the def2-TZVPD basis set.

Computed properties:
**HOMO**: -0.3075 hartree
**SMILES string**: N/C=C(\CF)C(O)=S
**Net charge**: 0

Last column: Löwdin charge in e.
Element x y z (Å)
1 N 0.75 2.02 -0.04  0.03
2 C -0.36 1.20 -0.04  -0.19
3 C -0.29 -0.16 0.19  -0.19
4 C 1.12 -0.97 0.24  -0.24
5 F 1.38 -1.74 -0.79  0.00
6 C -1.69 -0.86 0.16  -0.67
7 O -1.54 -2.22 0.18  -0.05
8 S -3.20 0.06 -0.32  0.49
9 H 1.64 1.64 -0.48  0.11
10 H 0.66 2.90 -0.61  0.11
11 H -1.27 1.90 0.21  0.13
12 H 1.30 -1.47 1.24  0.13
13 H 2.04 -0.21 0.41  0.14
14 H -0.56 -2.11 -0.35  0.18

<y>
Here is a single C4H6FNOS molecule from the Open Molecules 2025 dataset. Energies are from ωB97M-V with the def2-TZVPD basis set.

Computed properties:
**HOMO**: -0.3270 hartree
**SMILES string**: C=C(CF)N(S)C=O
**Net charge**: 0

Last column: Löwdin charge in e.
Element x y z (Å)
1 C -0.28 -1.88 -0.25  0.01
2 C -0.41 -0.52 -0.17  -0.32
3 C -1.68 0.15 0.34  -0.16
4 F -2.15 1.02 -0.64  -0.07
5 N 0.84 0.23 -0.26  -0.41
6 S 2.26 -0.73 -0.21  0.82
7 C 0.92 1.64 -0.19  -0.35
8 O 1.90 2.32 -0.08  0.03
9 H 0.66 -2.29 -0.54  -0.03
10 H -1.16 -2.58 -0.04  0.10
11 H -1.47 0.85 1.26  0.15
12 H -2.50 -0.54 0.72  0.13
13 H 3.16 0.30 0.32  -0.03
14 H -0.09 2.02 -0.26  0.12

Which is most stable, and by how much? <w>, by 0.0602 hartree.